Entry 1:
Here is a molecular structure, C33H27BF5I2IrN4O5 in a non-equilibrium geometry from the OMol25 dataset. Energies are from ωB97M-V/def2-TZVPD.

The molar mass is 1111.43 g/mol. As for the HOMO-LUMO gap (alpha / beta): 5.821 / 5.185 eV. The HOMO energy (alpha / beta) comes out at -8.3 / -10.6 eV. As for the expectation value of S²: 8.804. The charge is +1. As for the multiplicity: 6.

Cartesian coordinates (Å):
Ir: 2.34 0.66 1.70
C: -0.96 2.17 -2.06
C: -1.39 2.28 -0.63
N: -2.55 2.90 -0.43
C: -2.93 3.25 0.79
C: -2.13 3.10 1.90
C: -2.57 3.74 3.20
O: -2.55 2.91 4.35
C: -0.87 2.42 1.75
C: 0.02 2.44 2.83
N: 1.34 2.05 2.91
C: 2.07 2.63 3.94
C: 1.89 3.98 4.30
C: 2.59 4.55 5.35
C: 3.51 3.80 6.08
C: 3.73 2.48 5.74
C: 3.02 1.93 4.69
I: 3.26 -0.13 4.23
C: -0.61 1.87 0.46
O: 0.43 0.97 0.30
H: -0.96 3.17 -2.48
H: -1.67 1.57 -2.64
H: 0.04 1.75 -2.16
H: -3.91 3.71 0.87
H: -3.57 4.16 3.05
H: -1.90 4.58 3.42
H: -3.26 2.26 4.29
H: -0.37 2.83 3.75
H: 1.20 4.57 3.71
H: 2.42 5.59 5.59
H: 4.04 4.24 6.91
H: 4.43 1.88 6.30
C: -5.19 -1.29 -4.07
C: -4.03 -2.31 -4.01
C: -3.21 -2.20 -5.30
C: -4.60 -3.74 -3.90
C: -3.20 -1.99 -2.78
C: -3.81 -2.13 -1.49
C: -3.17 -1.81 -0.32
C: -1.88 -1.32 -0.42
O: -1.08 -0.93 0.53
B: 0.16 -0.41 -0.12
O: -0.05 -0.66 -1.57
C: -1.26 -1.17 -1.70
C: -1.90 -1.51 -2.88
H: -5.79 -1.49 -4.95
H: -4.80 -0.27 -4.13
H: -5.83 -1.37 -3.19
H: -3.85 -2.47 -6.14
H: -2.36 -2.89 -5.30
H: -2.86 -1.19 -5.47
H: -5.17 -3.96 -4.80
H: -5.26 -3.85 -3.04
H: -3.79 -4.47 -3.82
H: -4.82 -2.50 -1.43
H: -3.65 -1.93 0.65
H: -1.39 -1.39 -3.82
F: 3.08 -5.37 -2.73
C: 2.67 -4.34 -2.01
C: 3.26 -3.10 -2.16
F: 4.23 -2.93 -3.05
C: 2.82 -2.03 -1.40
F: 3.35 -0.83 -1.62
C: 1.82 -2.17 -0.45
O: 1.40 -1.11 0.30
C: 1.23 -3.43 -0.32
F: 0.24 -3.60 0.55
C: 1.64 -4.50 -1.09
F: 1.04 -5.68 -0.96
I: 8.43 0.73 -0.16
C: 6.53 0.14 0.43
C: 6.13 -1.13 0.80
N: 4.84 -1.04 1.13
N: 4.37 0.21 0.99
C: 5.40 0.94 0.57
H: 6.68 -2.05 0.84
H: 4.24 -1.78 1.46
H: 5.29 1.99 0.37

---

Entry 2:
Here is a molecular structure, C33H27BrN6O2PbS in a non-equilibrium geometry from the OMol25 dataset. Energies are from ωB97M-V/def2-TZVPD.

The molar mass is 858.79 g/mol. As for the HOMO-LUMO gap: 5.815 eV. The calculation puts the energy relative to the best compared isomer or geometry (same formula, charge and spin) at 31.40 kcal/mol. The HOMO energy comes out at -13.6 eV. The charge is +2.

Cartesian coordinates (Å):
Pb: 0.10 0.18 0.48
C: -2.09 1.38 -1.77
N: -1.47 0.07 -1.61
C: -0.62 -0.26 -2.76
C: 0.64 0.55 -2.77
C: 1.42 0.65 -3.91
C: 2.63 1.32 -3.85
C: 3.02 1.90 -2.65
C: 2.19 1.77 -1.56
N: 1.03 1.11 -1.62
C: -2.46 -0.96 -1.34
C: -1.84 -2.20 -0.76
C: -2.25 -3.47 -1.14
C: -1.65 -4.57 -0.55
C: -0.62 -4.38 0.36
C: -0.26 -3.09 0.68
N: -0.88 -2.04 0.14
C: -2.53 1.96 -0.45
C: -3.42 3.03 -0.42
C: -3.87 3.50 0.80
C: -3.44 2.86 1.96
C: -2.54 1.83 1.84
N: -2.07 1.40 0.66
H: -2.96 1.33 -2.43
H: -1.37 2.05 -2.23
H: -1.16 -0.15 -3.70
H: -0.31 -1.31 -2.66
H: 1.08 0.18 -4.83
H: 3.27 1.38 -4.72
H: 3.96 2.42 -2.55
H: 2.45 2.19 -0.59
H: -3.03 -1.22 -2.24
H: -3.17 -0.57 -0.60
H: -3.02 -3.59 -1.88
H: -1.97 -5.57 -0.81
H: -0.10 -5.21 0.82
H: 0.56 -2.88 1.36
H: -3.76 3.47 -1.35
H: -4.55 4.34 0.85
H: -3.81 3.16 2.93
H: -2.18 1.31 2.72
S: 0.76 3.28 3.99
C: 1.01 4.18 2.56
C: 0.92 3.41 1.43
C: 0.63 2.08 1.78
C: 0.48 1.82 3.10
C: 0.06 0.57 3.73
C: 0.06 0.41 5.11
C: -0.46 -0.75 5.65
C: -0.98 -1.72 4.80
C: -0.91 -1.49 3.44
N: -0.38 -0.39 2.91
H: 1.22 5.23 2.62
H: 1.07 3.80 0.44
H: 0.46 1.19 5.75
H: -0.48 -0.90 6.72
H: -1.43 -2.62 5.17
H: -1.31 -2.22 2.74
Br: 3.28 0.35 3.54
C: 3.79 -0.78 2.12
C: 4.97 -1.49 2.24
C: 5.37 -2.27 1.16
C: 4.61 -2.28 0.00
C: 3.43 -1.54 0.01
N: 3.02 -0.82 1.04
C: 2.55 -1.56 -1.27
O: 3.16 -1.59 -2.32
O: 1.31 -1.56 -1.03
H: 5.55 -1.43 3.14
H: 6.30 -2.83 1.21
H: 4.91 -2.83 -0.88